1.
DFT (the ωB97M-V functional and the def2-TZVPD basis) results for a 2-piece molecular cluster, C30H27BNO6 overall.

XYZ file:
```
65
Properties=species:S:1:pos:R:3
C 1.43 -6.29 -1.17
C 1.56 -5.20 -0.23
C 2.30 -5.09 0.93
C 2.12 -3.75 1.38
C 1.35 -3.09 0.44
B 1.23 -1.54 0.07
N 2.15 -1.20 -1.24
C 3.44 -1.89 -1.40
C 1.22 -1.31 -2.40
C -0.17 -1.22 -1.80
O -1.21 -1.11 -2.41
O -0.11 -1.20 -0.42
C 2.47 0.22 -0.91
C 2.72 0.15 0.58
O 3.60 0.70 1.20
O 1.76 -0.66 1.14
O 0.95 -4.01 -0.52
H 2.14 -7.08 -0.91
H 0.42 -6.73 -1.16
H 1.64 -5.97 -2.20
H 2.94 -5.85 1.37
H 2.54 -3.32 2.28
H 4.06 -1.31 -2.10
H 3.95 -1.96 -0.43
H 3.29 -2.89 -1.81
H 1.38 -0.50 -3.13
H 1.33 -2.28 -2.91
H 3.32 0.61 -1.47
H 1.60 0.86 -1.14
C -6.31 1.28 3.49
O -5.88 0.54 2.31
C -4.55 0.60 1.98
C -4.11 -0.09 0.83
C -2.83 0.09 0.35
C -1.94 0.99 0.97
C -0.75 1.44 0.28
C 0.31 2.18 0.93
C 0.94 3.02 -0.05
C 1.97 3.88 0.29
C 2.35 3.98 1.63
C 1.71 3.19 2.60
C 0.72 2.27 2.26
C 0.26 2.82 -1.32
C -0.78 1.85 -1.12
C -1.62 1.57 -2.19
C -1.39 2.16 -3.43
C -0.33 3.05 -3.64
C 0.52 3.37 -2.57
C -2.35 1.57 2.20
C -3.62 1.39 2.70
H -7.36 1.01 3.61
H -5.74 0.98 4.39
H -6.21 2.37 3.33
H -4.81 -0.74 0.31
H -2.52 -0.44 -0.54
H 2.43 4.48 -0.50
H 3.14 4.67 1.93
H 2.01 3.28 3.64
H 0.27 1.62 3.01
H -2.46 0.89 -2.06
H -2.05 1.90 -4.26
H -0.19 3.51 -4.62
H 1.35 4.06 -2.68
H -1.69 2.28 2.70
H -3.91 1.89 3.62
```

Computed properties:
**Largest force on an atom**: 2.8 eV/A
**LUMO energy**: -5.5 eV
**Gap between HOMO and LUMO**: 4.80 eV
**Net charge**: +1
**Relative energy (zero: lowest compared OMol25 entry of this formula, charge and spin)**: 0.0 kcal per mole
**Total energy**: -45995.653 eV

Results of the natural (NBO) charge analysis, in e, for atoms 1 through 6: -0.660 0.297 -0.329 -0.256 -0.040 0.928

=====

2.
DFT (the ωB97M-V functional and the def2-TZVPD basis) results for C30H27LaN10O9S3Se as an isolated structure.

XYZ file:
```
81
Properties=species:S:1:pos:R:3
La 0.12 -0.47 -0.38
O 1.42 -5.06 -0.45
C 1.37 -3.83 -0.31
N 0.35 -3.00 -0.46
C -0.90 -3.47 -0.92
C -1.06 -4.44 -1.91
C -2.32 -4.77 -2.37
C -3.45 -4.15 -1.84
C -3.31 -3.20 -0.84
C -2.04 -2.84 -0.38
N -1.78 -1.85 0.58
C -2.61 -1.58 1.57
O -3.72 -2.07 1.84
C -2.04 -0.56 2.54
C -2.91 0.04 3.44
C -2.41 0.94 4.36
C -1.04 1.20 4.36
C -0.25 0.55 3.43
N -0.72 -0.31 2.52
C 2.66 -3.13 0.10
C 3.82 -3.89 0.15
C 5.02 -3.29 0.48
C 5.02 -1.92 0.73
C 3.82 -1.24 0.67
N 2.65 -1.82 0.37
H -0.18 -4.91 -2.32
H -2.43 -5.52 -3.16
H -4.44 -4.42 -2.20
H -4.17 -2.71 -0.41
H -3.95 -0.24 3.39
H -3.07 1.44 5.06
H -0.60 1.89 5.06
H 0.81 0.72 3.40
H 3.73 -4.95 -0.08
H 5.94 -3.86 0.52
H 5.94 -1.38 0.95
H 3.80 -0.17 0.83
O -1.10 1.52 0.59
S -0.92 2.61 -0.38
O -0.33 3.81 0.17
O -0.23 2.12 -1.58
C -2.61 3.07 -0.77
C -3.07 4.25 -0.21
C -4.40 4.61 -0.34
C -5.28 3.78 -1.02
C -4.83 2.60 -1.59
C -3.49 2.24 -1.47
S -2.93 0.86 -2.45
O -2.37 1.55 -3.60
O -4.10 0.07 -2.78
O -1.96 0.11 -1.64
H -2.36 4.87 0.33
H -4.75 5.54 0.09
H -6.33 4.05 -1.11
H -5.48 1.93 -2.14
Se 4.88 0.86 -2.54
C 3.22 0.41 -2.06
N 2.13 0.11 -1.75
N 0.08 0.14 -4.37
C -0.43 -0.99 -3.77
N -1.61 -1.48 -4.27
O 0.22 -1.60 -2.91
H -0.62 0.86 -4.52
H 0.87 0.48 -3.84
H -2.28 -0.80 -4.59
H -2.01 -2.17 -3.65
C 5.52 1.54 3.57
C 4.05 1.91 3.76
C 3.33 2.09 2.45
N 2.46 1.27 2.00
N 1.96 1.57 0.75
C 2.51 2.66 0.26
N 2.30 3.18 -0.96
S 3.68 3.38 1.34
H 6.03 1.42 4.53
H 6.05 2.30 3.00
H 5.60 0.60 3.02
H 3.97 2.82 4.36
H 3.53 1.12 4.29
H 1.46 2.88 -1.43
H 2.57 4.14 -1.11
```

Computed properties:
**Largest force on an atom**: 1.7 eV/A
**LUMO energy**: 3.6 eV
**Gap between HOMO and LUMO**: 5.69 eV
**Net charge**: -2
**Relative energy (zero: lowest compared OMol25 entry of this formula, charge and spin)**: 24.3 kcal per mole
**Total energy**: -163599.762 eV

Results of the Löwdin charge analysis, in e, for atoms 1 through 6: 2.102 -0.023 -0.498 -0.049 -0.247 -0.041

=====

3.
DFT (the ωB97M-V functional and the def2-TZVPD basis) results for a 2-piece molecular cluster, C30H27N2 overall.

XYZ file:
```
59
Properties=species:S:1:pos:R:3
C -1.34 -5.62 0.66
C -0.92 -5.01 1.85
C -0.24 -3.79 1.80
C 0.05 -3.17 0.56
C 0.76 -1.88 0.52
C 0.52 -0.92 1.52
C 1.15 0.31 1.69
C 1.15 1.07 2.91
C 2.05 2.16 3.05
C 2.11 2.88 4.24
C 1.28 2.55 5.31
C 0.39 1.47 5.20
C 0.32 0.73 4.02
C 1.71 -1.64 -0.56
C 1.92 -0.35 -1.09
C 2.87 -0.10 -2.08
C 3.63 -1.15 -2.59
C 3.42 -2.45 -2.12
C 2.49 -2.69 -1.10
C -0.37 -3.80 -0.62
C -1.05 -5.02 -0.58
H -1.88 -6.57 0.69
H -1.14 -5.47 2.82
H 0.12 -3.31 2.72
H -0.24 -1.17 2.26
H 1.88 0.67 0.97
H 2.72 2.38 2.21
H 2.82 3.71 4.32
H 1.35 3.09 6.25
H -0.24 1.17 6.04
H -0.34 -0.13 3.94
H 1.29 0.46 -0.72
H 2.98 0.92 -2.45
H 4.39 -0.95 -3.35
H 3.96 -3.29 -2.56
H 2.37 -3.70 -0.71
H -0.18 -3.31 -1.57
H -1.37 -5.49 -1.51
C -0.88 0.75 -4.91
C -2.22 1.09 -4.70
C -2.64 1.64 -3.49
C -1.69 1.88 -2.48
C -2.04 2.48 -1.19
N -1.29 2.52 -0.10
C -1.99 3.39 0.87
C -3.33 3.80 0.24
N -3.24 3.13 -1.04
C -0.34 1.56 -2.69
C 0.05 0.96 -3.88
H -0.55 0.31 -5.86
H -2.95 0.90 -5.49
H -3.69 1.89 -3.34
H -2.14 2.84 1.81
H -1.40 4.29 1.10
H -4.19 3.43 0.80
H -3.42 4.88 0.10
H -3.93 3.24 -1.78
H 0.37 1.82 -1.91
H 1.09 0.64 -4.00
```

Computed properties:
**Largest force on an atom**: 2.3 eV/A
**LUMO energy**: -5.2 eV
**Gap between HOMO and LUMO**: 5.06 eV
**Net charge**: +1
**Relative energy (zero: lowest compared OMol25 entry of this formula, charge and spin)**: 0.0 kcal per mole
**Total energy**: -34521.284 eV

Results of the natural (NBO) charge analysis, in e, for atoms 1 through 6: -0.148 -0.214 -0.171 -0.060 0.221 -0.325

=====

4.
DFT (the ωB97M-V functional and the def2-TZVPD basis) results for C30H27N2O2PtSb as an isolated structure.

XYZ file:
```
63
Properties=species:S:1:pos:R:3
Pt 2.06 1.12 0.05
C 0.19 4.63 1.41
C 0.86 3.28 1.43
O 1.43 2.97 0.31
C 0.81 2.52 2.58
C 1.39 1.25 2.84
C 1.07 0.55 4.13
N 2.19 0.66 2.01
N 2.65 -0.63 2.25
C 2.95 -1.22 1.14
O 2.83 -0.71 -0.06
C 3.51 -2.60 1.21
C 4.32 -3.05 0.18
C 4.88 -4.32 0.24
C 4.62 -5.15 1.32
C 3.79 -4.70 2.35
C 3.23 -3.43 2.29
H 0.49 5.18 0.52
H 0.43 5.21 2.30
H -0.89 4.49 1.37
H 0.25 2.96 3.39
H 0.26 1.06 4.65
H 1.95 0.52 4.78
H 0.80 -0.49 3.93
H 4.51 -2.40 -0.66
H 5.53 -4.67 -0.56
H 5.05 -6.14 1.37
H 3.57 -5.35 3.19
H 2.59 -3.07 3.08
C -2.30 4.65 -2.40
C -3.12 3.87 -1.60
C -2.66 2.67 -1.07
C -1.36 2.23 -1.34
C -0.54 3.03 -2.13
C -1.00 4.23 -2.66
Sb -0.57 0.43 -0.53
C -2.40 -0.36 0.23
C -3.42 -0.71 -0.66
C -4.63 -1.19 -0.17
C -4.82 -1.34 1.20
C -3.81 -1.00 2.08
C -2.60 -0.51 1.59
C -0.52 -0.75 -2.31
C -0.28 -2.12 -2.16
C -0.14 -2.93 -3.28
C -0.23 -2.38 -4.56
C -0.48 -1.02 -4.71
C -0.63 -0.21 -3.59
H -2.66 5.58 -2.81
H -4.13 4.20 -1.39
H -3.31 2.08 -0.44
H 0.49 2.72 -2.33
H -0.35 4.84 -3.28
H -3.28 -0.60 -1.73
H -5.42 -1.46 -0.86
H -5.76 -1.72 1.57
H -3.95 -1.12 3.15
H -1.81 -0.25 2.29
H -0.19 -2.56 -1.18
H 0.06 -3.99 -3.16
H -0.11 -3.01 -5.43
H -0.57 -0.59 -5.70
H -0.83 0.85 -3.72
```

Computed properties:
**Largest force on an atom**: 0.9 eV/A
**LUMO energy**: -0.8 eV
**Gap between HOMO and LUMO**: 6.41 eV
**Net charge**: 0
**Relative energy (zero: lowest compared OMol25 entry of this formula, charge and spin)**: 24.8 kcal per mole
**Total energy**: -48405.562 eV

Results of the natural (NBO) charge analysis, in e, for atoms 1 through 6: 0.934 -0.679 0.485 -0.684 -0.488 0.300

=====

5.
DFT (the ωB97M-V functional and the def2-TZVPD basis) results for a 2-piece molecular cluster, C30H27N3O3 overall.

XYZ file:
```
63
Properties=species:S:1:pos:R:3
C -1.17 4.38 -3.00
C -1.27 2.95 -2.47
O -1.46 1.95 -3.17
N -1.12 3.02 -1.12
C -1.17 4.33 -0.72
O -1.20 4.79 0.41
O -1.16 5.19 -1.83
H -0.25 4.50 -3.59
H -2.04 4.61 -3.63
C 3.77 0.53 4.87
N 3.66 1.31 3.64
C 4.85 1.47 2.88
C 5.61 0.32 2.57
C 6.74 0.43 1.75
C 7.18 1.69 1.32
C 6.47 2.84 1.69
C 5.29 2.73 2.43
C 2.42 1.38 3.01
C 2.15 2.41 2.09
C 0.96 2.43 1.39
C 0.04 1.34 1.47
C -1.13 1.35 0.64
C -1.82 0.22 0.12
C -3.01 0.42 -0.65
C -3.72 -0.65 -1.19
C -3.33 -1.97 -0.87
N -4.09 -3.08 -1.31
C -4.43 -4.07 -0.29
C -3.83 -3.58 -2.61
C -3.04 -4.72 -2.79
C -2.63 -5.09 -4.07
C -3.12 -4.41 -5.19
C -4.01 -3.34 -5.02
C -4.33 -2.90 -3.73
C -2.17 -2.19 -0.11
C -1.37 -1.12 0.30
C 0.29 0.35 2.46
C 1.44 0.38 3.23
H 2.93 0.77 5.52
H 3.78 -0.55 4.68
H 4.70 0.81 5.37
H 5.28 -0.65 2.94
H 7.27 -0.48 1.46
H 8.07 1.77 0.69
H 6.82 3.83 1.39
H 4.70 3.61 2.68
H 2.88 3.21 1.95
H 0.71 3.28 0.76
H -1.62 2.31 0.53
H -3.35 1.43 -0.83
H -4.60 -0.49 -1.80
H -5.23 -4.71 -0.66
H -3.57 -4.70 -0.01
H -4.78 -3.54 0.60
H -2.68 -5.27 -1.91
H -1.92 -5.92 -4.19
H -2.81 -4.71 -6.19
H -4.44 -2.84 -5.89
H -4.98 -2.03 -3.57
H -1.87 -3.21 0.15
H -0.43 -1.31 0.80
H -0.47 -0.40 2.64
H 1.61 -0.41 3.97
```

Computed properties:
**Largest force on an atom**: 1.5 eV/A
**LUMO energy**: -1.7 eV
**Gap between HOMO and LUMO**: 6.54 eV
**Net charge**: 0
**Relative energy (zero: lowest compared OMol25 entry of this formula, charge and spin)**: 0.0 kcal per mole
**Total energy**: -42158.755 eV

Results of the natural (NBO) charge analysis, in e, for atoms 1 through 6: -0.186 0.637 -0.645 -0.733 0.858 -0.656

=====

6.
DFT (the ωB97M-V functional and the def2-TZVPD basis) results for C30H27N4O3PReS7Sb as an isolated structure.

XYZ file:
```
74
Properties=species:S:1:pos:R:3
Re -1.44 -0.78 -0.85
O -0.17 -2.40 -1.63
S -0.37 -3.30 -0.46
O -0.58 -4.67 -0.77
O -1.47 -2.65 0.33
C 1.02 -3.09 0.60
C 1.67 -4.20 1.10
C 2.69 -4.04 2.02
C 3.06 -2.76 2.42
C 2.41 -1.65 1.91
C 1.37 -1.79 1.00
P 0.59 -0.27 0.33
C 1.88 0.33 -0.82
C 2.43 -0.61 -1.69
C 3.39 -0.23 -2.62
C 3.81 1.09 -2.68
C 3.26 2.03 -1.82
C 2.29 1.66 -0.90
C 0.50 0.82 1.78
C 1.56 1.61 2.22
C 1.43 2.33 3.40
C 0.27 2.26 4.15
C -0.78 1.46 3.72
C -0.67 0.75 2.54
H 1.36 -5.18 0.77
H 3.20 -4.90 2.43
H 3.85 -2.63 3.15
H 2.70 -0.66 2.24
H 2.10 -1.64 -1.66
H 3.80 -0.96 -3.30
H 4.56 1.39 -3.40
H 3.58 3.06 -1.87
H 1.86 2.42 -0.26
H 2.49 1.65 1.67
H 2.26 2.94 3.74
H 0.19 2.80 5.08
H -1.68 1.38 4.33
H -1.48 0.11 2.19
S -5.78 -0.34 -4.24
Sb -5.21 1.16 -2.72
S -2.13 1.32 -1.22
S -3.64 -1.51 -0.40
S -5.24 -0.30 -0.53
C -2.61 -6.52 -4.52
C -2.99 -5.77 -3.29
C -3.51 -6.39 -2.16
C -3.85 -5.59 -1.08
N -3.71 -4.27 -1.13
C -3.18 -3.78 -2.23
S -3.03 -1.97 -2.37
N -2.83 -4.44 -3.31
H -3.25 -7.39 -4.67
H -1.59 -6.87 -4.43
H -2.67 -5.87 -5.39
H -3.65 -7.46 -2.12
H -4.27 -5.99 -0.16
N -2.68 3.14 1.13
C -1.50 3.56 0.71
S -0.79 2.88 -0.74
N -0.84 4.48 1.40
C 0.40 5.15 1.13
C 0.82 5.48 -0.15
C 2.02 6.15 -0.32
C 2.79 6.51 0.78
C 2.35 6.20 2.06
C 1.15 5.52 2.24
H -3.15 2.40 0.64
H -3.11 3.52 1.96
H -1.25 4.74 2.29
H 0.21 5.27 -1.01
H 2.34 6.42 -1.32
H 3.72 7.05 0.64
H 2.93 6.50 2.92
H 0.80 5.29 3.24
```

Computed properties:
**Largest force on an atom**: 1.7 eV/A
**LUMO energy**: -6.9 eV
**Gap between HOMO and LUMO**: 6.70 eV
**Net charge**: +2
**Total energy**: -137442.097 eV

Results of the natural (NBO) charge analysis, in e, for atoms 1 through 6: 0.332 -0.923 2.391 -0.878 -0.925 -0.266